# C6H11NO2

One molecule with the formula C6H11NO2 (ωB97M-V/def2-TZVPD, OMol25).

Last columns: bonded neighbours and bond lengths (Å).
CARTESIAN COORDINATES (ANGSTROEM)
1 H 0.3879 -0.6060 -2.2163  C5 1.099
2 H -1.3593 2.6091 0.9496  N16 1.012
3 H -0.2216 -1.3664 2.1686  O17 0.980
4 O -1.6250 0.2175 1.6121  C6 1.236
5 C 0.0268 -0.0405 -1.3464  H1 1.099, C8 1.524, H18 1.093, C20 1.636
6 C -0.5918 0.7377 1.1768  O4 1.236, C9 1.559, N16 1.382
7 H -1.8864 -1.0051 -0.9559  C8 1.093
8 C -1.4897 -0.1279 -1.4739  C5 1.524, H7 1.093, H10 1.095, H12 1.093
9 C 0.7649 -0.0297 1.2062  C6 1.559, H15 1.095, O17 1.421, C20 1.495
10 H -1.7705 -0.1964 -2.5300  C8 1.095
11 C 1.8251 -1.6130 -0.4449  H14 1.088, H19 1.085, C20 1.335
12 H -1.9844 0.7765 -1.1097  C8 1.093
13 H 0.3558 2.5991 1.1874  N16 1.012
14 H 2.4032 -2.0935 0.3415  C11 1.088
15 H 1.5748 0.6688 1.4405  C9 1.095
16 N -0.4868 2.0957 0.9405  H2 1.012, C6 1.382, H13 1.012
17 O 0.7027 -1.0428 2.2011  H3 0.980, C9 1.421
18 H 0.3939 0.9720 -1.5353  C5 1.093
19 H 2.0272 -1.9070 -1.4696  C11 1.085
20 C 0.9532 -0.6480 -0.1423  C5 1.636, C9 1.495, C11 1.335

LUMO energy	0.71	eV
ΔE to the lowest compared entry with this formula, charge and spin	40.43	kcal per mole
SMILES string	C=C(CC)[C@H](O)C(N)=O
orbital gap	0.3747	Ha
HOMO	-9.491	eV